ORCA calculation (wB97M-V/def2-TZVPD) on the molecule C17H28O6.

Structure (ORCA input):
```
! RIJCOSX wB97M-V def2-TZVPD def2/J DEFGRID3
* xyz 0 1
C -3.6114 3.8088 -5.7780
C -3.6973 2.7328 -4.7026
C -2.6235 2.9117 -3.6322
C -2.7050 1.8392 -2.5488
C -1.6351 2.0258 -1.4755
C -1.7190 0.9481 -0.3968
C -0.7705 1.1876 0.7789
C 0.7170 1.2118 0.4173
C 1.2416 -0.0569 -0.2566
C 1.1452 -1.3180 0.6021
C 2.0262 -1.2436 1.8568
C 1.2809 -0.6304 3.0279
O 0.1635 -0.9244 3.3628
O 2.0215 0.2660 3.6726
C 2.5143 -2.6456 2.2954
C 3.4170 -3.2329 1.1900
O 3.2887 -4.3305 0.7243
O 4.3730 -2.3884 0.8359
C 1.3948 -3.6239 2.6953
C 1.5153 -3.7376 4.2102
C 2.8359 -3.0726 4.5405
O 3.3804 -3.0190 5.6018
O 3.3560 -2.5001 3.4390
H -2.6430 3.7771 -6.2729
H -4.3851 3.6641 -6.5284
H -3.7386 4.7966 -5.3401
H -4.6830 2.7675 -4.2329
H -3.5861 1.7487 -5.1639
H -2.7345 3.8970 -3.1727
H -1.6375 2.8768 -4.1022
H -3.6934 1.8714 -2.0839
H -2.5895 0.8536 -3.0068
H -1.7576 3.0079 -1.0126
H -0.6521 2.0020 -1.9495
H -2.7393 0.9239 -0.0060
H -1.5234 -0.0287 -0.8428
H -0.9512 0.4208 1.5339
H -1.0186 2.1502 1.2334
H 1.2895 1.3954 1.3290
H 0.9061 2.0539 -0.2510
H 0.6895 -0.2281 -1.1815
H 2.2883 0.1032 -0.5279
H 1.4556 -2.1747 -0.0006
H 0.1095 -1.4822 0.9014
H 2.9189 -0.6397 1.6747
H 1.5573 0.6179 4.4495
H 4.9762 -2.7956 0.1921
H 1.5708 -4.5816 2.2039
H 0.4222 -3.2457 2.3942
H 0.7210 -3.1970 4.7276
H 1.5186 -4.7628 4.5759
*
```

Results
**Lowest unoccupied orbital energy**: 0.51 eV
**SMILES**: CCCCCCCCCC[C@@H](C(=O)O)[C@]1(C(=O)O)CCC(=O)O1
**Kohn-Sham gap**: 0.402 Ha
**HOMO level**: -10.42 eV
**Largest force on an atom**: 0.955 eV/A
**Relative energy (zero: lowest compared OMol25 entry of this formula, charge and spin)**: 8.1 kJ/mol

These are the Löwdin partial charges, in e, on atoms 1 to 5: C -0.121; C -0.281; C -0.240; C -0.228; C -0.224

=====

ORCA calculation (wB97M-V/def2-TZVPD) on a structure of composition C17H29BF4NO2P2Yb in a non-equilibrium geometry.

Structure (ORCA input):
```
! RIJCOSX wB97M-V def2-TZVPD def2/J DEFGRID3
* xyz 0 2
C -0.8807 3.7515 -1.7333
C -1.1521 2.4859 -1.1377
N -0.2332 1.9978 -0.2017
C 0.8316 2.7308 0.1718
C 1.0474 4.0141 -0.3290
C 0.1907 4.5185 -1.3129
C -2.2767 1.7373 -1.5467
P -2.8137 0.1921 -0.8329
Yb -0.3588 -0.2106 0.6116
P 2.6757 0.5762 0.7602
C 1.7821 2.0964 1.2165
C 0.1910 -2.8229 -0.1851
C -0.8725 -3.2078 0.6254
C -0.9603 -4.5459 1.0030
C 0.0682 -5.4423 0.7264
C 1.2691 -4.9308 0.2238
C 1.3789 -3.5863 -0.1532
O -0.5961 0.8916 -5.2689
O 0.4252 -0.2161 -1.7618
H -1.5650 4.0738 -2.5275
H 1.8858 4.5898 0.0374
H 0.3199 5.5240 -1.7139
C -4.3718 0.5829 0.0524
C -3.4107 -0.7657 -2.2772
H 2.5690 2.8301 1.4496
H 1.2189 1.9234 2.1543
H -0.7369 0.5619 -6.1710
H -2.8596 2.1629 -2.3857
C 3.0416 -0.3633 2.2332
C 4.1403 0.9928 -0.1755
H -1.6537 -2.4986 0.9193
H -1.8620 -4.9068 1.4654
H -0.0514 -6.5057 0.9113
H 2.1004 -5.6086 0.0730
H 2.3605 -3.1660 -0.4208
H 0.9644 0.4210 -1.1581
H 0.0323 -2.0305 -0.9052
H 1.0006 -0.9646 -1.9338
H 0.3608 1.1630 -5.2227
H 1.8389 -0.2008 -0.1018
H -5.1725 0.8256 -0.6522
H -4.6660 -0.2798 0.6619
H -4.1978 1.4334 0.7178
H -4.3173 -0.3056 -2.6868
H -2.6291 -0.7909 -3.0477
H -3.6403 -1.7969 -1.9736
H 4.8796 1.5116 0.4511
H 4.5895 0.0702 -0.5666
H 3.8694 1.6350 -1.0238
H 3.9783 -0.0102 2.6826
H 2.2281 -0.2893 2.9651
H 3.1627 -1.4186 1.9644
F -1.6569 0.7704 2.3272
B -0.8523 0.3332 3.4497
F -0.0268 -0.7445 2.8415
F 0.0192 1.3657 3.8111
F -1.6257 -0.1640 4.4567
*
```

Results
**Lowest unoccupied orbital energy (alpha / beta)**: 0.18 / 0.07 eV
**Kohn-Sham gap (alpha / beta)**: 0.149 / 0.227 Ha
**HOMO level (alpha / beta)**: -3.87 / -6.11 eV
**Largest force on an atom**: 2.830 eV/A
**Relative energy (zero: lowest compared OMol25 entry of this formula, charge and spin)**: 282.3 kJ/mol

These are the Löwdin partial charges, in e, on atoms 1 to 5: C -0.049; C -0.362; N -0.051; C -0.346; C -0.082

=====

ORCA calculation (wB97M-V/def2-TZVPD) on a structure of composition C17H29Cl8IN3O3 in a non-equilibrium geometry.

Structure (ORCA input):
```
! RIJCOSX wB97M-V def2-TZVPD def2/J DEFGRID3
* xyz 1 1
N 1.6071 -0.4114 0.7771
C 1.3218 -0.3556 -0.6507
N -0.1587 -0.4832 -0.9065
C -0.6337 -1.7371 -0.8679
C -1.9518 -2.0181 -1.1019
C -2.8180 -0.9684 -1.3713
C -4.2781 -1.2447 -1.6448
O -4.6942 -1.1196 -2.7431
O -5.0677 -1.6659 -0.6163
I -4.9787 -0.3791 0.9388
C -2.3209 0.3375 -1.3979
N -3.2812 1.3484 -1.7171
C -0.9681 0.5861 -1.1362
C -0.3482 1.9626 -1.1279
C -1.1553 3.0581 -0.4090
O -1.5557 2.6812 0.8933
H 1.5800 -1.3975 1.0275
H 0.7983 -0.0156 1.2590
H 1.7638 -1.2226 -1.1388
H 1.7339 0.5187 -1.1378
H 0.0471 -2.5729 -0.6567
H -2.3125 -3.0381 -1.0967
H -2.9829 1.9145 -2.5015
H -3.4895 1.9344 -0.9210
H 0.6343 1.9756 -0.6656
H -0.1857 2.2450 -2.1765
H -1.9936 3.4062 -1.0118
H -0.4894 3.9141 -0.3349
H -2.3328 2.1172 0.8142
Cl 0.6930 -4.0807 0.3485
C 0.7734 -5.7488 1.0116
C 1.9960 -6.4857 0.5322
Cl 1.9138 -6.8432 -1.2090
H -0.1419 -6.2612 0.7286
H 0.7935 -5.6550 2.0957
H 2.0730 -7.4381 1.0538
H 2.9043 -5.9174 0.7173
Cl 2.2229 -3.4559 -4.8711
C 0.5986 -2.9918 -5.4331
C 0.3200 -1.5297 -5.1996
Cl 0.1751 -1.1547 -3.4538
H -0.1265 -3.6231 -4.9245
H 0.5533 -3.2065 -6.4992
H -0.6247 -1.2516 -5.6640
H 1.1038 -0.9009 -5.6138
Cl 1.7912 0.4895 6.6790
C 2.6136 0.9400 5.1657
C 1.7028 1.6869 4.2274
Cl 0.4063 0.6409 3.5749
H 2.9985 0.0319 4.7083
H 3.4562 1.5741 5.4359
H 2.2726 2.0549 3.3751
H 1.2310 2.5350 4.7170
Cl 2.2936 5.9238 4.0422
C 0.8442 6.3801 3.1128
C 0.6086 5.4528 1.9493
Cl 1.8547 5.6328 0.6801
H 0.9627 7.4098 2.7852
H -0.0016 6.3311 3.7967
H -0.3509 5.6787 1.4859
H 0.5993 4.4124 2.2669
*
```

Results
**Lowest unoccupied orbital energy**: -4.24 eV
**Kohn-Sham gap**: 0.311 Ha
**HOMO level**: -12.70 eV
**Largest force on an atom**: 1.528 eV/A
**Relative energy (zero: lowest compared OMol25 entry of this formula, charge and spin)**: 0.0 kJ/mol

These are the Löwdin partial charges, in e, on atoms 1 to 5: N 0.057; C -0.210; N -0.074; C -0.171; C 0.027

=====

ORCA calculation (wB97M-V/def2-TZVPD) on a structure of composition C17H29N3ORbSV in a non-equilibrium geometry.

Structure (ORCA input):
```
! RIJCOSX wB97M-V def2-TZVPD def2/J DEFGRID3
* xyz 2 1
N -2.0389 -0.5093 -0.1090
C -3.0568 -1.2434 0.1262
O -4.0096 -1.8972 0.3658
Rb -0.4538 2.8696 1.2698
V -0.1851 -0.0855 -0.1840
N 0.2425 1.7940 -0.5251
N 0.7348 -1.3803 -1.1339
C -0.3326 2.4411 -1.7556
C 0.1575 -2.4126 -2.0251
C -0.0832 3.9593 -1.7315
C 0.2991 1.8790 -3.0294
C -1.8356 2.1783 -1.7547
C -0.4601 -3.5124 -1.1607
C 1.2125 -3.0486 -2.9311
C -0.9216 -1.7845 -2.8949
H -0.6062 4.4783 -0.9079
H -0.4824 4.3887 -2.6603
H 0.9887 4.1995 -1.6880
H 1.3730 2.1041 -3.0731
H -0.1777 2.3412 -3.9081
H 0.1705 0.7896 -3.1081
H -2.0785 1.1058 -1.7908
H -2.2729 2.6565 -2.6427
H -2.3394 2.6064 -0.8698
H 0.3003 -3.9582 -0.5072
H -0.8694 -4.2972 -1.8099
H -1.2715 -3.1242 -0.5327
H 1.9301 -3.6579 -2.3691
H 1.7582 -2.2880 -3.5023
H 0.7112 -3.7133 -3.6456
H -1.3389 -2.5640 -3.5466
H -0.4966 -1.0028 -3.5361
H -1.7425 -1.3617 -2.3058
C 1.6985 1.9711 -0.3599
H 2.0752 1.2946 0.4249
H 2.2704 1.7625 -1.2816
H 1.9439 3.0134 -0.0643
C 2.0934 -1.6554 -0.6505
H 2.2989 -1.1061 0.2774
H 2.2254 -2.7262 -0.4258
H 2.8558 -1.3646 -1.3927
S 0.2553 -0.6192 1.9898
C 0.3339 0.6349 3.2314
C 1.5234 1.3548 3.4334
C 1.5071 2.4838 4.2545
C 0.3310 2.8536 4.9131
C -0.8283 2.0824 4.7795
C -0.8264 0.9577 3.9562
H 2.4377 1.0105 2.9439
H 2.4245 3.0609 4.3936
H 0.3262 3.7319 5.5641
H -1.7337 2.3435 5.3322
H -1.7049 0.3182 3.8472
*
```

Results
**Lowest unoccupied orbital energy (alpha / beta)**: -8.84 / -8.82 eV
**Kohn-Sham gap (alpha / beta)**: 0.239 / 0.240 Ha
**HOMO level (alpha / beta)**: -15.34 / -15.34 eV
**Largest force on an atom**: 7.033 eV/A

These are the Löwdin partial charges, in e, on atoms 1 to 5: N -0.029; C -0.287; O 0.236; Rb 1.176; V 0.760

=====

ORCA calculation (wB97M-V/def2-TZVPD) on the molecule C17H29N5O7 in a non-equilibrium geometry.

Structure (ORCA input):
```
! RIJCOSX wB97M-V def2-TZVPD def2/J DEFGRID3
* xyz 0 1
C -2.9840 2.0162 -2.5670
O -2.0094 1.0085 -2.6360
C -2.3263 0.0448 -3.6052
C -1.3607 -1.0904 -3.5154
O -1.5502 -1.7165 -2.2788
C -0.6436 -2.7612 -2.0317
C -0.3860 -2.8928 -0.5582
O 0.2470 -3.8340 -0.1228
N -0.8850 -1.8973 0.1976
C -0.6911 -1.8611 1.6101
C -1.0473 -0.4949 2.1387
O -2.3366 -0.0927 1.7052
C -3.3679 -0.9541 2.1004
C -0.8739 -0.4422 3.6562
C 0.5828 -0.0434 3.8690
N 0.8864 0.7512 2.6877
C 1.9922 1.5195 2.6554
O 2.7865 1.5374 3.5830
C 2.2467 2.3431 1.4220
C 3.5764 1.9563 0.7828
C 3.4745 1.9065 -0.7227
N 2.5605 0.8691 -1.1644
C 1.2668 0.9909 -1.5614
O 0.6974 2.1815 -1.5706
N 0.7412 -0.1398 -1.8786
N 1.7438 -1.1026 -1.6928
C 2.7765 -0.4675 -1.2732
O 3.9658 -0.9747 -0.9613
C -0.0762 0.5680 1.6051
H -2.6696 2.7255 -1.8058
H -3.0815 2.5415 -3.5253
H -3.9571 1.5995 -2.2841
H -3.3462 -0.3278 -3.4380
H -2.2805 0.4861 -4.6111
H -1.5688 -1.7851 -4.3424
H -0.3260 -0.7336 -3.6134
H -1.0617 -3.7094 -2.3872
H 0.3221 -2.5925 -2.5125
H -1.3988 -1.1600 -0.2635
H -1.2755 -2.6455 2.1033
H 0.3574 -2.0712 1.8451
H -4.2982 -0.4828 1.7956
H -3.2967 -1.9322 1.6106
H -3.3881 -1.0960 3.1875
H -1.5440 0.3250 4.0493
H -1.1150 -1.3806 4.1581
H 0.7328 0.5396 4.7703
H 1.2376 -0.9184 3.9094
H 1.4353 2.2617 0.6917
H 2.2580 3.3882 1.7382
H 4.3618 2.6564 1.0673
H 3.9087 0.9861 1.1529
H 3.0938 2.8445 -1.1237
H 4.4499 1.7241 -1.1702
H -0.2235 2.0630 -1.8807
H 3.8855 -1.9352 -1.0786
H 0.4127 0.2181 0.6937
H -0.6307 1.4833 1.3907
*
```

Results
**Lowest unoccupied orbital energy**: 0.56 eV
**SMILES**: COCCOCC(=O)NC[C@@]1(OC)CCN(C(=O)CCCn2c(O)nnc2O)C1
**Kohn-Sham gap**: 0.347 Ha
**HOMO level**: -8.88 eV
**Largest force on an atom**: 1.096 eV/A
**Relative energy (zero: lowest compared OMol25 entry of this formula, charge and spin)**: 72.8 kJ/mol

These are the Löwdin partial charges, in e, on atoms 1 to 5: C -0.104; O -0.208; C -0.209; C -0.227; O -0.146

=====

ORCA calculation (wB97M-V/def2-TZVPD) on the molecule C17H29N5O7.

Structure (ORCA input):
```
! RIJCOSX wB97M-V def2-TZVPD def2/J DEFGRID3
* xyz 0 1
C -2.3251 2.4577 -2.9652
O -1.5285 1.2933 -3.0331
C -2.0575 0.3366 -3.9352
C -1.2519 -0.9313 -3.8662
O -1.4457 -1.5167 -2.6010
C -0.6290 -2.6478 -2.3814
C -0.5089 -2.9295 -0.8977
O 0.0318 -3.9410 -0.4875
N -1.0401 -1.9854 -0.0956
C -0.9578 -2.0756 1.3391
C -1.3976 -0.7612 1.9750
O -2.6511 -0.3305 1.4563
C -3.7147 -1.2481 1.6199
C -1.3728 -0.8625 3.5046
C 0.0465 -0.4697 3.8971
N 0.4436 0.4571 2.8408
C 1.5063 1.2738 3.0222
O 2.1679 1.2431 4.0506
C 1.8393 2.2541 1.9187
C 3.3233 2.1689 1.5257
C 3.5333 2.2637 0.0216
N 3.0285 1.0848 -0.6714
C 1.8573 0.8950 -1.3498
O 0.9661 1.8853 -1.4520
N 1.7567 -0.3003 -1.8259
N 2.9198 -0.9819 -1.4461
C 3.6257 -0.1384 -0.7762
O 4.8248 -0.3391 -0.2146
C -0.4115 0.3759 1.6614
H -1.8558 3.1391 -2.2584
H -2.3950 2.9480 -3.9425
H -3.3348 2.2204 -2.6149
H -3.1031 0.1239 -3.6801
H -2.0254 0.7305 -4.9595
H -1.5937 -1.6060 -4.6632
H -0.1886 -0.7186 -4.0218
H -1.0461 -3.5361 -2.8674
H 0.3855 -2.4780 -2.7511
H -1.5017 -1.2009 -0.5299
H -1.5710 -2.9027 1.7091
H 0.0695 -2.2988 1.6420
H -4.6187 -0.7348 1.2996
H -3.5836 -2.1417 1.0031
H -3.8345 -1.5486 2.6655
H -2.0912 -0.1424 3.9024
H -1.6409 -1.8528 3.8729
H 0.1004 0.0233 4.8653
H 0.7221 -1.3291 3.9259
H 1.1980 2.1205 1.0482
H 1.6202 3.2485 2.3124
H 3.8877 2.9647 2.0115
H 3.7592 1.2351 1.8842
H 3.0224 3.1277 -0.4032
H 4.5943 2.3513 -0.2115
H 0.2012 1.5375 -1.9586
H 5.0599 -1.2622 -0.3812
H 0.1643 0.1563 0.7607
H -0.9790 1.2955 1.5063
*
```

Results
**Lowest unoccupied orbital energy**: 0.60 eV
**SMILES**: COCCOCC(=O)NC[C@@]1(OC)CCN(C(=O)CCCn2c(O)nnc2O)C1
**Kohn-Sham gap**: 0.343 Ha
**HOMO level**: -8.74 eV
**Largest force on an atom**: 0.280 eV/A
**Relative energy (zero: lowest compared OMol25 entry of this formula, charge and spin)**: 40.3 kJ/mol

These are the Löwdin partial charges, in e, on atoms 1 to 5: C -0.094; O -0.214; C -0.196; C -0.198; O -0.146